The molecule C2H3NO2 at a distorted geometry. Source: the OMol25 dataset; level of theory: the ωB97M-V functional and the def2-TZVPD basis.

Bonds (Å) are listed after each position.
Geometry (Å):
1 O 1.64 -1.18 1.22  C2 1.201
2 C 0.73 -0.84 0.52  O1 1.201, N3 1.454, H6 1.131
3 N 0.29 0.52 0.27  C2 1.454, C4 1.377, H7 1.020
4 C -0.78 0.51 -0.59  N3 1.377, O5 1.218, H8 1.094
5 O -1.25 -0.52 -1.04  C4 1.218
6 H -0.04 -1.38 -0.11  C2 1.131
7 H 0.64 1.42 0.61  N3 1.020
8 H -1.23 1.47 -0.88  C4 1.094

Results
Molecular weight: 73.1 g mol⁻¹
Relative energy (zero: lowest compared OMol25 entry of this formula, charge and spin): 61.4 kJ/mol
Orbital gap: 0.390 Ha
Charge: 0

***

The molecule C2H3NO2 at a distorted geometry. Source: the OMol25 dataset; level of theory: the ωB97M-V functional and the def2-TZVPD basis.

Bonds (Å) are listed after each position.
Geometry (Å):
1 O -1.49 0.80 -0.37  C2 1.198
2 C -1.09 -0.27 0.00  O1 1.198, N3 1.328, H6 1.030
3 N 0.18 -0.45 0.35  C2 1.328, C4 1.385, H7 1.026
4 C 0.99 0.49 -0.26  N3 1.385, O5 1.216, H8 1.040
5 O 2.15 0.59 0.09  C4 1.216
6 H -1.70 -1.09 0.07  C2 1.030
7 H 0.53 -1.09 1.08  N3 1.026
8 H 0.43 1.01 -0.96  C4 1.040

Results
Molecular weight: 73.1 g mol⁻¹
Relative energy (zero: lowest compared OMol25 entry of this formula, charge and spin): 68.4 kJ/mol
Orbital gap: 0.403 Ha
Charge: 0

***

What did the second record say?
The molecule C2H3NO2 at a distorted geometry. Source: the OMol25 dataset; level of theory: the ωB97M-V functional and the def2-TZVPD basis.

Bonds (Å) are listed after each position.
Geometry (Å):
1 O -1.49 0.80 -0.37  C2 1.198
2 C -1.09 -0.27 0.00  O1 1.198, N3 1.328, H6 1.030
3 N 0.18 -0.45 0.35  C2 1.328, C4 1.385, H7 1.026
4 C 0.99 0.49 -0.26  N3 1.385, O5 1.216, H8 1.040
5 O 2.15 0.59 0.09  C4 1.216
6 H -1.70 -1.09 0.07  C2 1.030
7 H 0.53 -1.09 1.08  N3 1.026
8 H 0.43 1.01 -0.96  C4 1.040

Results
Molecular weight: 73.1 g mol⁻¹
Relative energy (zero: lowest compared OMol25 entry of this formula, charge and spin): 68.4 kJ/mol
Orbital gap: 0.403 Ha
Charge: 0

***

Copy entry 1 word for word.
The molecule C2H3NO2 at a distorted geometry. Source: the OMol25 dataset; level of theory: the ωB97M-V functional and the def2-TZVPD basis.

Bonds (Å) are listed after each position.
Geometry (Å):
1 O 1.64 -1.18 1.22  C2 1.201
2 C 0.73 -0.84 0.52  O1 1.201, N3 1.454, H6 1.131
3 N 0.29 0.52 0.27  C2 1.454, C4 1.377, H7 1.020
4 C -0.78 0.51 -0.59  N3 1.377, O5 1.218, H8 1.094
5 O -1.25 -0.52 -1.04  C4 1.218
6 H -0.04 -1.38 -0.11  C2 1.131
7 H 0.64 1.42 0.61  N3 1.020
8 H -1.23 1.47 -0.88  C4 1.094

Results
Molecular weight: 73.1 g mol⁻¹
Relative energy (zero: lowest compared OMol25 entry of this formula, charge and spin): 61.4 kJ/mol
Orbital gap: 0.390 Ha
Charge: 0

***

Q: Which of these has the lowest orbital gap?
A: number 1

***

Copy entry 1 word for word.
The molecule C2H3NO2 at a distorted geometry. Source: the OMol25 dataset; level of theory: the ωB97M-V functional and the def2-TZVPD basis.

Bonds (Å) are listed after each position.
Geometry (Å):
1 O 1.64 -1.18 1.22  C2 1.201
2 C 0.73 -0.84 0.52  O1 1.201, N3 1.454, H6 1.131
3 N 0.29 0.52 0.27  C2 1.454, C4 1.377, H7 1.020
4 C -0.78 0.51 -0.59  N3 1.377, O5 1.218, H8 1.094
5 O -1.25 -0.52 -1.04  C4 1.218
6 H -0.04 -1.38 -0.11  C2 1.131
7 H 0.64 1.42 0.61  N3 1.020
8 H -1.23 1.47 -0.88  C4 1.094

Results
Molecular weight: 73.1 g mol⁻¹
Relative energy (zero: lowest compared OMol25 entry of this formula, charge and spin): 61.4 kJ/mol
Orbital gap: 0.390 Ha
Charge: 0